(1)
{
  "formula": "C13H17N3O5",
  "method": "the ωB97M-V functional and the def2-TZVPD basis",
  "elements": ["C", "C", "C", "C", "C", "C", "C", "C", "C", "C", "C", "C", "C", "H", "H", "H", "H", "H", "H", "H", "H", "H", "H", "H", "H", "H", "H", "H", "H", "H", "N", "N", "N", "O", "O", "O", "O", "O"],
  "xyz": [[0.563894, -0.171936, 0.763656], [-0.306047, 0.956904, 1.338589], [1.629497, 0.554664, -0.159838], [2.545586, -0.343938, -0.851943], [2.058514, -1.132784, -1.905129], [3.688362, -0.873829, -0.177250], [2.761265, -2.089795, -2.571571], [4.380880, -1.927270, -0.744840], [4.099189, -2.364387, -2.081787], [-2.437880, 1.786772, 1.761460], [-3.797752, 1.278182, 2.417102], [-2.700234, 2.577290, 0.501134], [-2.730550, 1.538108, -0.627054], [-0.600942, -0.746255, -0.853151], [-0.054989, -2.059833, -0.279535], [1.125969, -0.867304, 1.364365], [2.074510, 1.089128, 0.583595], [1.174121, 1.328553, -0.771586], [0.926059, -0.949860, -2.216590], [4.189026, -0.467185, 0.605182], [2.467200, -2.495513, -3.490511], [5.459985, -1.982576, -0.430160], [5.408063, -3.772029, -1.835344], [-1.854725, -0.208572, 0.944300], [-2.013873, 2.355423, 2.528301], [-1.929312, 3.262451, 0.341533], [-3.683044, 3.133357, 0.468917], [-4.817460, 0.734567, -0.262449], [-4.011516, -0.032335, -1.506728], [-2.763575, -0.282988, 2.994968], [-0.307482, -1.084162, -0.029397], [-1.570668, 0.574804, 1.630030], [-3.940331, 0.629666, -0.797860], [0.168796, 2.059740, 1.718800], [4.873040, -3.345804, -2.708210], [-4.792126, 1.930727, 2.286037], [-1.635744, 1.197877, -1.206828], [-3.645707, 0.210143, 3.259790]],
  "forces_ev_per_a": [[-0.1, -0.5, -4.1], [2.8, 1.1, 2.7], [-1.9, -0.2, 0.1], [0.5, -2.7, 1.4], [-3.1, 1.6, -0.7], [-1.8, -0.6, -3.7], [3.6, 0.2, 1.1], [2.3, 0.6, -2.5], [-2.3, -1.2, 1.4], [-2.5, -3.2, 0.5], [1.7, 0.5, 0.1], [-2.6, -1.1, -1.4], [1.6, -4.0, -2.1], [-1.3, 2.3, -3.4], [0.6, 1.1, 1.2], [0.0, 0.5, 1.2], [2.1, 1.8, 1.8], [-0.4, -0.3, -0.4], [2.8, -0.1, 0.3], [0.7, 1.6, 2.6], [-0.6, -0.8, -1.0], [-1.1, -0.7, 0.0], [-1.9, 1.6, -3.9], [0.4, 1.3, 1.2], [0.8, 1.2, 1.0], [1.3, 0.9, -0.6], [1.0, -0.7, 0.7], [1.1, 0.5, -0.4], [0.6, -1.0, -1.4], [-2.1, 1.6, 0.8], [0.3, -2.5, 3.3], [-1.4, 0.4, -1.8], [1.9, 3.9, 2.7], [-1.1, -2.6, -1.5], [1.6, -0.6, 4.3], [-0.3, -0.8, 0.3], [-4.4, 1.6, 1.6], [1.4, -0.5, -1.6]],
  "smiles": "NC(=O)C[C@H](NC(=O)[C@@H](N)Cc1ccc(O)cc1)C(=O)O",
  "homo_ha": -0.30860,
  "energy_ev": -28462.4912,
  "gap_ev": 8.8407,
  "lumo_energy_ev": 0.44,
  "de_lowest_kcal_mol": 105.7
}


(2)
{
  "formula": "C5H9NO",
  "method": "the ωB97M-V functional and the def2-TZVPD basis",
  "elements": ["C", "C", "N", "C", "C", "C", "O", "H", "H", "H", "H", "H", "H", "H", "H", "H"],
  "xyz": [[-2.125355, -0.370404, 0.110213], [-0.954808, 0.355809, 0.637141], [-0.014206, -0.205167, 1.513153], [0.075667, 0.856197, -0.208971], [1.141273, 0.285960, -0.942933], [2.331010, -0.285983, -0.340231], [1.332613, -1.119402, -0.856700], [-2.697536, 0.269319, -0.559338], [-2.741630, -0.707354, 0.940745], [-1.799523, -1.238081, -0.446613], [-1.251163, 1.293081, 1.114565], [-0.189265, -1.216024, 1.520932], [0.007461, 1.913545, -0.378392], [1.237491, 0.730758, -1.925335], [3.242895, -0.264382, -0.908280], [2.405073, -0.297871, 0.730037]],
  "forces_ev_per_a": [[-0.5, -0.6, -0.2], [-0.9, 0.8, 1.0], [-0.2, -0.1, 1.3], [0.1, 1.2, -0.8], [0.0, -0.9, -0.6], [0.8, 0.0, 0.3], [-0.4, -0.6, -0.7], [-0.2, 0.0, 0.0], [-0.2, 0.0, 0.0], [0.0, -0.3, -0.2], [-0.6, 0.1, 0.2], [0.8, -0.2, -0.6], [0.5, 0.7, 0.3], [0.2, -0.1, -0.3], [0.4, 0.0, -0.2], [0.1, 0.1, 0.4]],
  "homo_ha": [-0.32412, -0.29345],
  "energy_ev": -8863.3490,
  "gap_ev": [9.0404, 8.1559],
  "lumo_energy_ev": [0.22, 0.17],
  "de_lowest_kcal_mol": 135.2
}


(3)
{
  "formula": "C29H36ClN10O5PSSbSe4Sn",
  "method": "the ωB97M-V functional and the def2-TZVPD basis",
  "elements": ["Sn", "O", "S", "O", "N", "C", "C", "C", "C", "C", "C", "C", "C", "N", "C", "C", "C", "C", "C", "C", "C", "H", "H", "H", "H", "H", "H", "H", "H", "H", "H", "H", "Se", "Sb", "Se", "Se", "Se", "C", "N", "C", "P", "O", "N", "C", "C", "N", "C", "C", "H", "H", "H", "H", "H", "H", "H", "H", "H", "H", "H", "H", "H", "H", "H", "H", "H", "H", "Cl", "C", "C", "C", "C", "C", "C", "C", "O", "O", "H", "H", "H", "H", "N", "N", "N", "C", "N", "N", "H", "H", "H"],
  "xyz": [[-0.947802, -1.565539, 0.581556], [-1.725450, -3.049875, 4.032300], [-2.377940, -2.195673, 3.089159], [-2.775433, -2.785878, 1.824054], [-1.500261, -0.982418, 2.574694], [-0.660181, -0.203143, 3.320613], [-0.615194, -0.145371, 4.695531], [0.308909, 0.702899, 5.326486], [1.193358, 1.456172, 4.605808], [1.196131, 1.390450, 3.194978], [2.136622, 2.025965, 2.363919], [2.069867, 1.861145, 1.008006], [1.022829, 1.101853, 0.465356], [0.115542, 0.520989, 1.208632], [0.225868, 0.595236, 2.551639], [-3.828776, -1.470355, 3.785269], [-4.429600, -2.050226, 4.889019], [-5.566929, -1.463116, 5.420971], [-6.088993, -0.316532, 4.838230], [-5.478489, 0.254717, 3.729304], [-4.339820, -0.326207, 3.195644], [-1.290130, -0.773473, 5.260151], [0.330313, 0.733381, 6.408749], [1.922161, 2.092595, 5.093349], [2.925655, 2.615670, 2.816710], [2.815802, 2.281224, 0.347401], [0.956516, 0.906893, -0.587478], [-3.985659, -2.939027, 5.316830], [-6.047160, -1.899003, 6.286966], [-6.984658, 0.133023, 5.248327], [-5.885725, 1.149550, 3.278307], [-3.832937, 0.109675, 2.343693], [-4.420702, -4.556386, -0.416228], [-2.520768, -3.331912, -1.200200], [-2.918492, -0.819107, -0.614328], [-0.410551, -3.881312, 0.253867], [-1.984340, -3.727404, -3.501125], [2.554895, 1.424062, -3.444530], [1.244964, 1.154335, -2.898077], [0.473569, 2.341833, -2.578644], [0.339512, -0.241217, -3.154981], [-0.376506, -0.740429, -1.959460], [-0.787613, 0.311235, -4.266092], [-0.431146, 1.140874, -5.395614], [-2.061520, -0.363075, -4.448105], [1.441161, -1.333493, -3.768904], [1.506442, -2.663038, -3.154166], [1.640249, -1.380383, -5.209671], [3.186441, 1.896108, -2.683567], [2.502082, 2.107403, -4.304169], [3.018836, 0.491012, -3.755062], [0.976388, 2.930593, -1.805602], [-0.502705, 2.033245, -2.211996], [0.324903, 2.993265, -3.449114], [0.570119, 1.552672, -5.279347], [-1.135491, 1.977835, -5.467150], [-0.469933, 0.587569, -6.341644], [-2.367346, -0.828346, -3.516839], [-2.020376, -1.142591, -5.214216], [-2.816699, 0.378959, -4.725986], [1.317426, -2.557459, -2.093885], [2.516038, -3.061604, -3.295220], [0.778300, -3.350596, -3.588776], [1.634252, -0.374420, -5.627334], [0.872145, -1.984607, -5.704811], [2.615254, -1.832033, -5.410249], [7.875907, -0.561884, -0.437227], [6.193725, -0.811559, -0.070774], [5.241061, -0.569645, -1.047463], [3.905648, -0.774323, -0.741993], [3.533091, -1.208952, 0.524950], [4.499812, -1.451186, 1.489287], [5.839935, -1.254533, 1.193373], [2.065604, -1.416688, 0.814349], [1.675225, -1.592477, 1.974256], [1.308408, -1.397433, -0.213464], [5.537917, -0.235708, -2.032593], [3.121950, -0.613762, -1.468476], [4.189857, -1.802267, 2.464965], [6.602475, -1.447873, 1.935141], [-0.513151, 4.665682, 1.593186], [-1.370110, 3.748443, 1.036360], [-1.751167, 3.811882, -0.216997], [-2.488723, 2.709005, -0.316554], [-2.533016, 2.032000, 0.834598], [-1.824319, 2.714930, 1.691693], [-0.776244, 5.604817, 1.328897], [-0.480526, 4.524721, 2.594272], [-3.000580, 2.409589, -1.212694]],
  "forces_ev_per_a": [[2.5, 2.5, 0.6], [-0.1, 0.1, 0.7], [-0.7, -1.0, -0.6], [-0.4, 0.0, 0.8], [0.5, 0.1, -0.5], [0.0, 0.2, 0.7], [-0.1, -0.1, -0.5], [0.2, 0.2, 0.1], [0.2, 0.0, 0.2], [-0.4, -0.2, -0.2], [0.1, 0.1, 0.0], [0.0, 0.2, 0.1], [-0.2, 0.3, 0.0], [0.1, -0.5, 0.1], [0.0, 0.5, 0.3], [0.1, 0.1, 0.3], [0.2, 0.0, 0.1], [-0.1, 0.0, 0.0], [-0.1, 0.0, 0.0], [0.0, -0.1, 0.0], [0.1, 0.2, -0.1], [0.1, 0.0, 0.2], [0.0, 0.0, 0.0], [0.0, 0.0, 0.1], [0.0, 0.0, 0.0], [0.0, 0.1, 0.0], [0.0, 0.1, -0.3], [0.0, 0.0, 0.1], [0.0, 0.0, 0.0], [0.0, 0.0, 0.0], [0.0, 0.0, 0.0], [0.0, 0.0, -0.1], [0.0, 0.0, -0.1], [-1.3, -1.6, -1.0], [-0.8, -0.1, -0.3], [-0.1, -1.0, -0.5], [0.1, 0.0, -0.1], [0.0, -0.1, 0.1], [-0.2, -0.2, -0.2], [0.0, 0.0, 0.1], [-0.4, 0.0, -0.1], [0.5, 0.4, -0.6], [0.4, -0.2, -0.2], [0.0, 0.1, 0.1], [-0.2, 0.0, 0.2], [-0.4, 0.1, -0.1], [0.2, 0.0, 0.1], [0.1, 0.1, 0.2], [0.0, 0.0, 0.0], [0.0, 0.0, 0.0], [0.1, 0.0, 0.0], [0.0, 0.0, 0.0], [0.0, 0.1, 0.1], [0.0, 0.0, 0.0], [0.0, 0.0, 0.0], [0.0, 0.0, -0.1], [0.0, 0.0, 0.0], [0.0, -0.1, 0.0], [0.0, 0.1, 0.0], [0.0, 0.0, 0.0], [-0.1, -0.2, 0.1], [0.0, 0.0, 0.0], [0.0, 0.1, 0.0], [0.0, -0.1, -0.1], [0.0, 0.0, 0.0], [0.0, 0.0, -0.1], [0.1, 0.0, -0.1], [-0.1, 0.0, 0.0], [0.0, 0.0, -0.1], [0.1, -0.1, 0.2], [-0.2, 0.0, -0.1], [0.0, 0.0, 0.0], [0.0, 0.0, 0.1], [0.0, -0.7, -0.3], [0.1, -0.1, 0.0], [0.0, 0.1, 0.9], [0.1, 0.0, 0.0], [0.0, 0.0, -0.1], [0.0, 0.0, 0.0], [0.0, 0.0, 0.0], [0.7, 0.1, 0.0], [-0.5, -0.2, -0.3], [0.2, 0.1, -0.1], [0.0, 0.1, 0.2], [-0.3, -0.1, 0.0], [0.2, 0.3, 0.4], [-0.2, -0.1, 0.1], [-0.2, -0.1, 0.0], [0.0, -0.1, -0.1]],
  "homo_ha": -0.14941,
  "energy_ev": -362201.2928,
  "gap_ev": 5.8686,
  "charge": -1,
  "lumo_energy_ev": 1.80,
  "de_lowest_kcal_mol": 60.1
}


(4)
{
  "formula": "C4H4FN3O2",
  "method": "the ωB97M-V functional and the def2-TZVPD basis",
  "elements": ["C", "C", "C", "C", "N", "N", "N", "O", "O", "F", "H", "H", "H", "H"],
  "xyz": [[-0.749168, 1.952791, 0.452337], [2.823028, -0.725217, -0.169620], [-0.524265, -0.560900, -0.644099], [-0.980459, -1.162868, 0.638941], [1.654877, -0.419759, -0.164731], [0.646084, -0.263434, -1.019741], [-0.590876, 2.542459, -0.591095], [-0.899974, 1.707872, 1.572220], [3.885308, -0.990619, 0.208122], [-1.482577, -0.441980, -1.585863], [-0.204097, -1.784204, 1.068190], [-1.869626, -1.768699, 0.482293], [-1.146780, -0.337581, 1.243346], [-0.561475, 2.252135, -1.490306]],
  "forces_ev_per_a": [[0.0, 1.4, -1.0], [1.0, -0.2, 0.8], [-9.2, -1.8, 4.5], [0.7, -1.5, -2.1], [-4.1, 0.5, -1.3], [10.9, 1.6, -3.3], [0.0, 0.9, 2.9], [-0.1, -0.6, 1.2], [0.8, 0.0, -0.4], [0.5, 0.1, -0.5], [0.2, -0.2, 0.3], [-0.1, 0.1, 0.1], [-0.7, 1.1, 1.9], [0.1, -1.2, -3.1]],
  "homo_ha": [-0.21478, -0.38790],
  "energy_ev": -15489.2656,
  "gap_ev": [5.8938, 7.1854],
  "lumo_energy_ev": [0.05, -3.37],
  "multiplicity": 3
}


(5)
{
  "formula": "C3H10OSi",
  "method": "the ωB97M-V functional and the def2-TZVPD basis",
  "elements": ["C", "C", "C", "O", "Si", "H", "H", "H", "H", "H", "H", "H", "H", "H", "H"],
  "xyz": [[-0.162687, -2.237500, -0.222615], [-0.513066, 2.486271, -1.153611], [0.044701, -1.411850, 1.058731], [0.532400, 1.773365, -0.611836], [0.635289, 0.424802, 0.593915], [-1.029516, -2.245674, -0.875074], [0.704249, -1.992746, -0.825194], [-0.237785, -3.270861, 0.138512], [-1.421820, 2.696195, -0.601283], [-0.771444, 1.936355, -2.147829], [-0.101559, 3.492155, -1.262992], [-0.776669, -1.382423, 1.807574], [0.127071, 1.066645, 1.946000], [0.876641, -1.871610, 1.472772], [2.094195, 0.536877, 0.682932]],
  "forces_ev_per_a": [[-0.3, -1.2, 0.8], [-0.4, -0.2, -2.4], [-2.4, 2.3, -2.5], [0.4, -3.6, 2.7], [-0.3, 2.7, 2.0], [-0.5, 1.2, 0.2], [0.2, -0.8, -0.4], [0.8, -0.2, -0.5], [-0.3, -0.8, 0.7], [0.0, 1.6, 1.3], [-0.1, 0.0, -0.9], [0.4, 0.0, -0.7], [0.3, -0.2, -1.3], [1.8, -0.4, 1.2], [0.2, -0.5, -0.2]],
  "smiles": "CC[SiH2]OC",
  "homo_ha": -0.35369,
  "energy_ev": -13196.6970,
  "gap_ev": 10.0388,
  "lumo_energy_ev": 0.41,
  "de_lowest_kcal_mol": 45.6
}


(6)
{
  "formula": "C25H32N2O2",
  "method": "the ωB97M-V functional and the def2-TZVPD basis",
  "elements": ["O", "C", "N", "H", "C", "C", "N", "C", "O", "C", "C", "C", "C", "C", "C", "C", "C", "C", "C", "H", "H", "H", "H", "H", "H", "H", "H", "H", "H", "H", "H", "H", "H", "H", "H", "H", "H", "H", "H", "C", "C", "C", "C", "C", "C", "C", "C", "C", "C", "C", "H", "H", "H", "H", "H", "H", "H", "H", "H", "H", "H"],
  "xyz": [[0.565702, -1.670331, 3.598810], [-0.114752, -1.826269, 2.626613], [-1.347763, -2.250407, 2.589678], [-1.883632, -2.331159, 3.345649], [-2.372895, -2.148021, 1.166136], [-1.619722, -0.922420, 0.232521], [-0.188730, -1.076662, 0.013151], [0.597243, -1.752924, 1.084805], [1.808432, -1.947935, 0.927605], [0.309588, -1.254036, -1.228134], [0.735048, 0.064286, -1.834070], [1.191241, -0.052002, -3.340574], [1.109336, 1.460687, -3.871313], [1.840542, 1.508510, -5.242680], [3.001276, 0.668046, -5.586822], [3.564218, 1.089392, -7.038207], [2.312469, 0.579532, -7.945702], [1.120278, 1.280317, -7.724862], [0.710975, 0.877921, -6.133983], [-0.159264, 1.604088, -6.059714], [0.483976, -0.142283, -6.127032], [0.533251, 0.897921, -8.420691], [1.365053, 2.241321, -7.866780], [2.893060, 0.752666, -8.992233], [2.337141, -0.907530, -7.822031], [3.692377, 1.991271, -7.097940], [4.286652, 0.501855, -7.200463], [3.950468, 1.029187, -4.798040], [2.967601, -0.172237, -5.412470], [1.911404, 2.654620, -5.498365], [2.135176, 1.898162, -3.194129], [0.314997, 1.933399, -3.794087], [0.473714, -0.501208, -3.833407], [1.965242, -0.407108, -3.265827], [1.166511, 0.747484, -1.233988], [-0.250306, 0.583896, -1.769344], [-0.365916, -2.010496, -1.915629], [1.471662, -1.531027, -1.129690], [-2.031096, -1.110175, -0.682181], [-1.656954, 0.459769, 0.749658], [-1.153954, 0.922897, 2.183802], [0.389304, 1.339966, 1.961156], [0.948989, 1.452558, 3.074527], [0.287097, 1.332489, 4.327815], [-0.919284, 0.778397, 4.428743], [-1.671976, 0.710160, 5.929519], [-2.971601, 0.420493, 5.994106], [-3.802823, 0.222656, 4.885996], [-3.085710, 0.134749, 3.567160], [-1.636079, 0.652265, 3.267525], [-3.732743, 0.048370, 2.708120], [-4.686661, -0.211093, 4.919702], [-3.364587, 0.082529, 7.081107], [-0.998830, 0.996080, 6.737995], [0.914229, 1.515460, 5.419677], [2.132254, 1.822721, 3.178523], [0.574228, 1.246337, 1.002202], [-2.866110, 0.615500, 0.833840], [-1.408015, 1.085948, 0.091577], [-3.119609, -1.631121, 1.677898], [-2.240037, -3.110360, 0.716572]],
  "forces_ev_per_a": [[0.4, 0.3, 0.4], [2.3, -0.5, -2.5], [-1.6, -0.3, -7.1], [-2.2, -0.2, 4.1], [7.0, 3.2, 1.8], [1.9, -2.5, 3.6], [0.8, -3.8, 5.6], [1.2, 2.1, 0.0], [-3.2, 0.0, 0.7], [4.6, -1.8, -3.8], [-5.9, -1.0, -4.0], [-13.1, 11.6, 3.5], [15.2, -5.7, 1.3], [-4.5, 0.6, -0.9], [6.6, 18.3, -0.6], [-10.4, -8.6, 3.7], [8.6, -4.0, -2.5], [-0.3, -3.2, 5.4], [-0.4, 6.3, -4.1], [0.3, -1.6, 0.5], [-0.2, -1.4, 0.5], [-3.9, -1.0, -2.8], [0.1, 3.9, -0.2], [-2.2, -0.7, 1.5], [-0.4, 4.5, -0.3], [1.5, 9.8, -0.7], [5.9, -4.0, -1.6], [-2.2, -0.9, -1.7], [-1.2, -15.4, 2.5], [0.3, -2.3, 0.0], [-3.4, -0.3, -1.1], [-7.3, 4.3, 0.8], [-3.2, -3.2, -2.4], [14.8, -6.5, 0.0], [3.0, 1.4, 2.2], [0.0, 0.4, -1.2], [1.9, 2.0, 1.3], [-2.8, -1.5, 0.2], [-1.6, 0.4, -2.6], [-8.6, -2.3, 7.5], [7.8, 0.7, -13.5], [-9.4, -2.1, 0.6], [7.7, 3.0, 6.3], [3.7, 0.0, 3.8], [-1.6, 1.9, 5.8], [2.5, 0.4, -4.1], [-0.2, -1.1, 4.6], [7.6, 0.0, -6.3], [-1.4, 2.1, 2.8], [-8.5, -3.6, 9.0], [-0.2, -0.3, -0.1], [-4.3, -1.4, 0.3], [0.6, 1.4, -2.5], [-0.4, -0.5, 0.0], [-1.7, -0.4, -3.5], [-3.1, -1.2, -0.4], [2.0, 0.2, -4.3], [2.2, 0.3, -0.3], [2.4, 4.9, -5.3], [-2.2, -0.3, 0.0], [-1.0, -0.3, -0.2]],
  "homo_ha": -0.29978,
  "energy_ev": -33498.5474,
  "gap_ev": 7.8841,
  "lumo_energy_ev": -0.27,
  "de_lowest_kcal_mol": 534.0
}